DFT (ωB97M-V with the def2-TZVPD basis set) results for C28H20BrF6N9O5ReS3 as an isolated structure.

molecular weight: 1038.83 g/mol
E: -173988.0795 eV
spin multiplicity: 2
Kohn-Sham gap (spin up / spin down): 6.3 / 6.9 eV
LUMO level (spin up / spin down): -1.62 / -0.88 eV
expectation value of S²: 0.941

Positions of all 73 atoms, in Å:
Re -0.778 -1.838 1.117
C 3.349 1.480 -1.017
N 2.265 1.331 -0.057
C 0.973 1.001 -0.193
N 0.403 0.861 0.991
C 1.417 1.127 1.846
N 2.543 1.412 1.248
C 2.962 0.886 -2.342
C 3.522 -0.277 -2.857
C 2.987 -0.856 -3.999
C 1.854 -0.339 -4.601
C 1.304 0.836 -4.101
C 1.906 1.470 -3.015
C -0.009 1.329 -4.450
N -1.004 0.731 -5.034
N -2.116 1.437 -4.756
C -1.758 2.446 -4.028
O -0.422 2.458 -3.825
C -2.475 3.323 -3.110
C -2.134 4.660 -2.955
C -2.561 5.332 -1.824
C -3.245 4.662 -0.821
C -3.596 3.329 -0.983
C -4.273 2.533 0.112
N -3.650 1.237 0.239
C -2.524 0.883 0.868
N -2.242 -0.393 0.584
C -3.265 -0.758 -0.261
N -4.105 0.209 -0.471
C -3.249 2.678 -2.154
H 4.212 0.963 -0.592
H 3.576 2.549 -1.107
H 0.464 0.851 -1.122
H 1.325 1.118 2.911
H 4.349 -0.746 -2.351
H 3.437 -1.752 -4.393
H 1.375 -0.839 -5.427
H 1.490 2.395 -2.649
H -1.510 5.145 -3.690
H -2.318 6.374 -1.702
H -3.492 5.181 0.092
H -5.322 2.353 -0.142
H -4.223 3.058 1.066
H -1.950 1.523 1.504
H -3.380 -1.741 -0.678
H -3.515 1.645 -2.313
F 3.380 -0.846 2.721
C 2.966 -1.996 2.200
F 1.788 -2.284 2.764
F 3.837 -2.937 2.550
S 2.773 -2.028 0.321
O 1.480 -1.447 0.035
O 3.905 -1.324 -0.165
N 2.820 -3.558 0.010
S 1.426 -4.288 -0.002
O 0.436 -3.635 0.834
O 1.004 -4.744 -1.275
C 1.804 -5.771 1.078
F 0.737 -6.556 1.188
F 2.830 -6.496 0.654
F 2.102 -5.306 2.293
S -2.510 -3.318 1.311
Br -0.266 -1.124 7.842
C -0.526 -1.261 5.967
C -0.786 -0.125 5.224
C -0.957 -0.229 3.853
C -0.891 -1.461 3.202
C -0.656 -2.590 3.997
C -0.463 -2.503 5.360
H -0.853 0.838 5.709
H -1.121 0.675 3.287
H -0.591 -3.566 3.538
H -0.268 -3.387 5.946

DFT (ωB97M-V with the def2-TZVPD basis set) results for C28H20BrINO2SiSr as an isolated structure.

charge: -1
molecular weight: 724.99 g/mol
ΔE to the lowest compared entry with this formula, charge and spin: 270.5 kJ/mol
E: -121802.5370 eV
spin multiplicity: 1
Kohn-Sham gap: 6.7 eV
LUMO level: 2.33 eV

Positions of all 55 atoms, in Å:
Sr -0.581 0.103 0.946
I -2.098 -0.073 4.142
C -2.653 1.288 2.009
C -4.170 1.584 2.023
C -4.564 2.713 1.132
C -4.429 2.659 -0.188
C -3.727 1.667 -1.015
C -3.683 1.947 -2.381
C -2.837 1.247 -3.228
C -1.942 0.334 -2.694
C -1.946 -0.034 -1.339
C -2.936 0.582 -0.562
H -4.632 1.640 3.008
H -5.029 3.579 1.587
H -4.809 3.505 -0.754
H -4.289 2.758 -2.771
H -2.839 1.471 -4.290
H -1.197 -0.096 -3.360
Br 0.064 -4.133 1.094
C -1.684 -3.413 1.073
C -2.791 -4.252 1.087
C -4.034 -3.655 1.083
C -4.147 -2.270 1.057
C -2.988 -1.516 1.021
N -1.785 -2.110 1.034
C -3.180 0.056 0.910
O -4.479 0.341 1.389
O -1.734 2.076 1.833
H -2.667 -5.325 1.103
H -4.925 -4.270 1.100
H -5.108 -1.781 1.065
C 5.114 3.771 -0.116
C 3.948 3.432 -0.787
C 3.220 2.317 -0.394
C 3.631 1.494 0.658
C 4.811 1.859 1.314
C 5.541 2.980 0.941
Si 2.609 -0.059 1.148
C 3.299 -1.365 -0.084
C 2.705 -1.520 -1.340
C 3.175 -2.441 -2.268
C 4.253 -3.256 -1.953
C 4.853 -3.134 -0.707
C 4.383 -2.200 0.206
H 5.683 4.645 -0.411
H 3.597 4.041 -1.612
H 2.303 2.083 -0.929
H 5.166 1.248 2.137
H 6.450 3.235 1.476
H 3.367 -0.452 2.391
H 1.843 -0.913 -1.604
H 2.688 -2.528 -3.233
H 4.619 -3.982 -2.669
H 5.694 -3.768 -0.448
H 4.869 -2.115 1.172

DFT (ωB97M-V with the def2-TZVPD basis set) results for C28H21AsFeNO4S2 as an isolated structure.

molecular weight: 630.38 g/mol
E: -155947.5874 eV
spin multiplicity: 2
Kohn-Sham gap (spin up / spin down): 7.2 / 7.8 eV
LUMO level (spin up / spin down): -1.10 / -0.33 eV
expectation value of S²: 0.914

Positions of all 58 atoms, in Å:
Fe 1.395 1.816 -0.757
S 0.195 2.490 -2.401
C -1.465 1.951 -2.049
C -2.355 1.675 -3.082
C -3.625 1.200 -2.785
C -4.017 0.985 -1.469
C -3.135 1.264 -0.433
C -1.878 1.764 -0.737
As -0.495 2.176 0.505
C -0.942 1.256 2.108
C -0.407 -0.005 2.348
C -0.774 -0.690 3.498
C -1.659 -0.112 4.399
C -2.182 1.151 4.158
C -1.821 1.846 3.011
C -0.722 4.049 0.848
C 0.054 4.653 1.834
C -0.057 6.019 2.053
C -0.931 6.776 1.285
C -1.699 6.171 0.301
C -1.595 4.804 0.075
H -2.044 1.811 -4.110
H -4.309 0.977 -3.594
H -5.003 0.596 -1.251
H -3.428 1.098 0.597
H 0.283 -0.451 1.642
H -0.363 -1.672 3.692
H -1.940 -0.648 5.297
H -2.869 1.600 4.864
H -2.223 2.834 2.825
H 0.750 4.072 2.426
H 0.547 6.490 2.818
H -1.007 7.843 1.450
H -2.381 6.761 -0.296
H -2.193 4.337 -0.696
O 4.531 3.014 0.502
N 3.507 2.615 0.058
O 3.396 2.048 -1.078
O 2.377 2.728 0.689
C 2.737 -8.743 -3.070
C 2.322 -7.344 -2.674
O 1.872 -6.549 -3.448
S 2.604 -7.020 -0.932
C 2.247 -5.293 -0.837
C 3.258 -4.406 -0.487
C 2.996 -3.047 -0.412
C 1.722 -2.561 -0.699
C 0.709 -3.456 -1.041
C 0.968 -4.814 -1.103
C 1.453 -1.144 -0.661
C 1.108 0.018 -0.598
H 2.068 -9.099 -3.851
H 2.737 -9.428 -2.224
H 3.750 -8.690 -3.471
H 4.252 -4.779 -0.275
H 3.781 -2.352 -0.147
H -0.282 -3.078 -1.255
H 0.179 -5.506 -1.363

DFT (ωB97M-V with the def2-TZVPD basis set) results for C28H21ClF9MnN5O8S as an isolated structure.

charge: -2
molecular weight: 848.94 g/mol
ΔE to the lowest compared entry with this formula, charge and spin: 6.6 kJ/mol
E: -132351.9367 eV
spin multiplicity: 2
Kohn-Sham gap (spin up / spin down): 6.7 / 6.5 eV
LUMO level (spin up / spin down): 4.38 / 4.38 eV
expectation value of S²: 0.813

Positions of all 74 atoms, in Å:
Mn -0.297 0.147 0.086
O 0.399 -3.406 4.607
C 1.582 -2.884 4.339
O 2.575 -3.185 4.968
C 1.649 -1.899 3.223
C 2.785 -1.249 2.774
Cl 4.381 -1.282 3.363
N 2.444 -0.445 1.746
N 1.129 -0.534 1.506
C 0.635 -1.388 2.379
C -0.846 -1.618 2.299
O -1.353 -2.418 3.116
O -1.428 -0.975 1.400
C 3.262 0.492 1.048
C 4.371 0.047 0.351
C 5.157 0.980 -0.308
C 4.824 2.329 -0.269
C 3.690 2.749 0.412
C 2.897 1.828 1.078
H -0.347 -3.074 3.980
H 4.574 -1.013 0.269
H 6.014 0.643 -0.877
H 5.435 3.050 -0.800
H 3.398 3.792 0.409
H 1.974 2.116 1.556
S -1.977 1.114 -1.548
C -0.470 1.557 -2.216
C -0.269 2.274 -3.416
C 1.006 2.451 -3.892
C 2.087 1.914 -3.188
C 1.825 1.252 -2.006
N 0.594 1.110 -1.510
H -1.136 2.644 -3.947
H 1.170 2.986 -4.822
H 3.104 2.001 -3.545
H 2.618 0.784 -1.445
C -0.304 -4.916 -0.592
C -0.794 -4.189 -1.839
C 0.278 -3.292 -2.486
C -0.330 -2.534 -3.682
C 0.645 -1.562 -4.336
C 1.389 -4.176 -3.001
O 1.213 -5.047 -3.840
N 2.610 -3.945 -2.461
C 2.941 -2.962 -1.492
O 4.117 -2.947 -1.145
N 1.989 -2.133 -1.020
C 0.736 -2.250 -1.448
O -0.219 -1.552 -1.061
H -1.090 -5.550 -0.180
H -0.015 -4.207 0.186
H 0.559 -5.552 -0.811
H -1.633 -3.543 -1.582
H -1.125 -4.905 -2.595
H -1.194 -1.986 -3.305
H -0.674 -3.279 -4.405
H 0.955 -0.784 -3.635
H 0.180 -1.065 -5.189
H 1.542 -2.075 -4.696
H 3.378 -4.521 -2.769
F -1.464 4.998 2.422
C -1.240 4.040 1.485
F -2.323 4.008 0.700
F -0.218 4.472 0.737
C -0.921 2.622 2.092
O -0.271 1.891 1.211
C -0.016 2.845 3.361
F 0.576 1.704 3.727
F -0.656 3.326 4.446
F 0.978 3.720 3.085
C -2.268 1.995 2.598
F -2.031 1.024 3.492
F -3.059 2.909 3.223
F -2.978 1.477 1.609

DFT (ωB97M-V with the def2-TZVPD basis set) results for a 5-piece molecular cluster, C28H22BN2O10 overall.

charge: +1
molecular weight: 557.30 g/mol
E: -53516.0461 eV
spin multiplicity: 1
Kohn-Sham gap: 7.2 eV
LUMO level: -4.54 eV

Positions of all 63 atoms, in Å:
O 1.139 3.090 0.054
B 0.491 4.081 -0.594
O 1.199 4.925 -1.374
C -1.097 4.221 -0.442
C -1.729 5.260 0.213
C -3.124 5.288 0.322
N -3.894 4.354 -0.201
N -3.277 3.369 -0.819
C -1.964 3.260 -0.960
H 0.607 2.580 0.685
H 0.713 5.624 -1.820
H -1.157 6.061 0.667
H -3.651 6.080 0.838
H -3.899 2.636 -1.206
H -1.635 2.371 -1.484
C -3.324 -0.597 -2.623
C -3.331 -1.704 -3.361
C -4.624 -2.334 -3.765
O -4.647 -3.339 -4.432
C -5.883 -1.680 -3.314
C -5.858 -0.574 -2.575
C -4.577 0.044 -2.185
O -4.576 1.066 -1.505
H -2.401 -0.126 -2.309
H -2.430 -2.198 -3.705
H -6.805 -2.157 -3.620
H -6.756 -0.078 -2.231
C -0.094 -5.324 -6.136
C -0.064 -6.426 -6.879
C -1.319 -7.091 -7.319
O -1.293 -8.095 -7.994
C -2.604 -6.475 -6.897
C -2.636 -5.372 -6.153
C -1.380 -4.714 -5.718
O -1.395 -3.703 -5.041
H 0.804 -4.819 -5.801
H 0.859 -6.893 -7.199
H -3.502 -6.980 -7.231
H -3.557 -4.907 -5.831
C 3.021 1.152 1.858
C 4.246 0.683 2.058
C 4.468 -0.452 2.989
O 5.575 -0.893 3.200
C 3.273 -1.030 3.670
C 2.050 -0.553 3.457
C 1.842 0.579 2.527
O 0.730 1.034 2.300
H 2.785 1.989 1.219
H 5.122 1.098 1.578
H 3.467 -1.857 4.342
H 1.168 -0.957 3.937
C 5.228 0.864 6.273
C 5.519 0.676 7.558
C 4.891 1.504 8.621
O 5.154 1.335 9.789
C 3.925 2.552 8.194
C 3.635 2.738 6.909
C 4.262 1.907 5.853
O 3.990 2.075 4.680
H 5.678 0.274 5.483
H 6.219 -0.078 7.894
H 3.483 3.142 8.987
H 2.937 3.493 6.570

DFT (ωB97M-V with the def2-TZVPD basis set) results for C28H22BrN8O3Zr as an isolated structure.

charge: +1
molecular weight: 689.67 g/mol
ΔE to the lowest compared entry with this formula, charge and spin: 267.6 kJ/mol
E: -118777.1947 eV
spin multiplicity: 1
Kohn-Sham gap: 5.5 eV
LUMO level: -3.72 eV

Positions of all 63 atoms, in Å:
Zr 0.533 0.525 -0.125
O -4.282 -2.396 0.424
C -4.553 -1.323 -0.335
C -5.831 -1.245 -0.890
C -6.182 -0.175 -1.682
C -5.270 0.852 -1.946
C -4.010 0.784 -1.403
C -3.627 -0.295 -0.590
C -2.275 -0.320 -0.049
O -1.469 0.681 -0.346
N -1.879 -1.314 0.701
N -0.547 -1.182 1.074
C -0.113 -2.135 1.808
C 1.235 -2.246 2.358
C 1.521 -3.396 3.101
C 2.762 -3.595 3.679
C 3.757 -2.642 3.526
C 3.507 -1.493 2.788
C 2.262 -1.313 2.225
O 2.064 -0.145 1.460
H -3.359 -2.332 0.738
H -6.526 -2.046 -0.678
H -7.178 -0.131 -2.102
H -5.554 1.689 -2.568
H -3.285 1.562 -1.595
H -0.798 -2.943 2.055
H 0.745 -4.141 3.222
H 2.951 -4.494 4.249
H 4.730 -2.788 3.974
H 4.269 -0.738 2.648
N 1.706 -2.956 -1.162
C 1.067 -2.067 -1.964
N 0.327 -2.488 -2.941
C -0.357 -1.505 -3.619
N -1.244 -1.961 -4.514
N -0.211 -0.209 -3.471
C 0.692 0.178 -2.531
N 1.222 -0.747 -1.621
C 0.945 1.549 -2.304
C 0.343 2.575 -3.114
C 0.797 3.842 -2.995
C 1.831 4.155 -2.055
C 2.224 3.208 -1.177
N 1.689 1.940 -1.182
H 1.694 -3.913 -1.478
H 2.538 -2.640 -0.693
H -1.319 -2.949 -4.671
H -1.744 -1.309 -5.091
H -0.401 2.286 -3.841
H 0.399 4.624 -3.628
H 2.263 5.144 -2.016
H 2.941 3.414 -0.394
Br 1.352 5.300 3.939
C 1.589 3.583 3.214
C 2.774 3.278 2.551
C 2.950 2.022 1.998
C 1.938 1.089 2.145
C 0.753 1.369 2.813
C 0.581 2.641 3.348
H 3.548 4.027 2.459
H 3.846 1.765 1.449
H -0.003 0.604 2.946
H -0.330 2.889 3.874

DFT (ωB97M-V with the def2-TZVPD basis set) results for a 2-piece molecular cluster, C28H22Cl2O2S overall.

molecular weight: 493.45 g/mol
ΔE to the lowest compared entry with this formula, charge and spin: 0.0 kJ/mol
E: -69363.7431 eV
spin multiplicity: 1
Kohn-Sham gap: 4.3 eV
LUMO level: -2.20 eV

Positions of all 55 atoms, in Å:
Cl -0.190 -7.846 5.052
C -0.309 -6.532 3.951
C 0.742 -5.613 3.851
C 0.655 -4.560 2.934
C -0.466 -4.449 2.112
S -0.506 -3.150 0.808
C -1.151 -1.740 1.566
Cl -0.436 -0.261 1.360
O 0.889 -3.016 0.437
O -1.467 -3.624 -0.172
C -1.547 -5.314 2.266
C -1.467 -6.370 3.181
H 1.625 -5.728 4.474
H 1.475 -3.853 2.856
H -1.984 -1.900 2.247
H -2.444 -5.192 1.665
H -2.289 -7.072 3.288
C 5.144 2.248 -2.035
C 4.412 3.069 -1.164
C 3.042 2.879 -1.006
C 2.372 1.887 -1.763
C 0.928 1.670 -1.610
C 0.317 1.916 -0.360
C -1.056 1.836 -0.055
C -1.671 2.394 1.150
C -3.071 2.512 1.221
C -3.675 3.048 2.355
C -2.895 3.471 3.442
C -1.499 3.404 3.347
C -0.886 2.873 2.216
C 0.146 1.281 -2.794
C -0.916 0.359 -2.723
C -1.700 0.102 -3.852
C -1.419 0.734 -5.071
C -0.327 1.607 -5.165
C 0.441 1.882 -4.043
C 3.116 1.109 -2.684
C 4.490 1.269 -2.798
H 6.223 2.377 -2.124
H 4.906 3.843 -0.576
H 2.463 3.504 -0.320
H 1.004 2.219 0.437
H -1.750 1.572 -0.862
H -3.667 2.177 0.370
H -4.762 3.106 2.408
H -3.365 3.879 4.340
H -0.871 3.740 4.168
H 0.194 2.834 2.139
H -1.102 -0.148 -1.773
H -2.528 -0.602 -3.779
H -2.044 0.553 -5.946
H -0.058 2.065 -6.114
H 1.277 2.582 -4.106
H 2.601 0.351 -3.281
H 5.056 0.615 -3.463